[1]
The following is a DFT calculation (the ωB97M-V functional and the def2-TZVPD basis) of a cluster of 40 separate species, H80O40 in total in a non-equilibrium geometry.

Element x y z (Å)
H 0.51235 -4.19542 2.53302
H 1.93818 -4.09170 2.41877
O 1.19448 -3.57646 2.07714
H -1.27146 1.92486 -4.75590
H -0.46766 0.58306 -4.65387
O -0.88702 1.16741 -5.18913
H -5.36606 2.66219 -2.47870
H -4.16441 2.53830 -1.71302
O -4.60528 2.13251 -2.26067
H -1.42275 0.12323 2.46836
H -2.87262 0.41474 2.99901
O -2.20963 -0.21794 2.79267
H -2.14527 -5.58897 -2.79744
H -2.42920 -4.48447 -3.63894
O -2.93471 -5.02188 -3.16526
H 2.77942 -3.35445 -4.21521
O 3.26278 -2.88499 -5.03025
H -0.20531 3.83622 0.44910
O -0.33270 4.72112 0.73816
H -0.64653 -5.33806 -2.02721
H 0.23419 -6.48810 -2.35358
O -0.62108 -6.28177 -2.28896
H 1.02379 -3.58062 4.57802
H 1.54874 -4.93206 4.83531
O 1.63449 -4.28502 4.33645
H -0.53155 4.18491 -3.92379
H 0.99574 4.82791 -3.43560
O 0.05004 4.60509 -3.25723
H 3.43081 -3.64576 -0.48195
H 4.15883 -3.01705 0.64017
O 4.22895 -3.11360 -0.20263
H 0.41003 2.57798 -5.54030
O 1.14238 2.85178 -5.09232
H 3.78861 2.37377 2.13206
H 3.26910 2.45300 0.61056
O 3.93144 2.73459 1.22728
H -3.51864 -2.07662 -3.50524
H -2.14605 -2.46152 -3.83250
O -2.89311 -2.18100 -4.29655
H -5.54885 0.28301 2.02573
H -5.24468 1.83500 2.29640
O -5.80938 1.03964 2.49162
H 2.74834 -1.97161 -2.66344
H 3.90376 -1.15319 -2.88933
O 2.92676 -1.14519 -2.98315
H 3.48531 2.38464 4.23537
H 3.24273 1.53372 5.38610
O 3.20434 1.41282 4.38750
H 3.66651 -3.39121 3.39071
H 4.51198 -4.35711 3.01144
O 3.56688 -4.12355 2.86088
H 1.87166 2.71670 -1.37761
O 2.40529 3.27998 -1.87754
H -0.97416 -2.32659 3.16862
H 0.49210 -2.28397 3.69392
O -0.31858 -2.66682 3.83188
H 1.20373 4.43043 1.78377
O 2.04842 4.15927 2.10106
H 1.62049 -4.83389 -1.35633
H 0.41758 -3.75344 -1.39707
O 1.25491 -4.14958 -2.03212
H 1.18071 1.69728 1.19631
H 0.76024 1.32445 -0.21939
O 1.21271 1.88923 0.39290
H 2.50259 -0.65719 2.22541
H 3.02392 -0.86067 3.57261
O 2.88217 -1.28187 2.72298
H -1.88994 3.76476 -1.82822
H -0.87420 2.61133 -1.77926
O -1.55612 3.14202 -1.27665
H -3.13956 0.97583 -0.84734
H -3.45480 -0.03361 0.24002
O -3.81627 0.69443 -0.19910
H -1.70258 2.13627 0.65004
H -0.58865 2.85731 1.40045
O -0.96042 1.97231 1.23704
H -0.01008 -6.06150 -0.38355
H 0.41036 -5.04463 0.75498
O 0.61064 -5.75816 0.07133
H 1.22762 5.83493 0.05051
H 2.53547 6.15251 0.91402
O 1.57637 6.44733 0.80356
H 4.36165 1.45825 -0.61181
H 5.72215 1.75207 -1.18234
O 5.00824 1.13434 -1.23582
H 6.09281 -2.42952 1.51741
H 5.14352 -2.02601 2.88566
O 5.47729 -2.59886 2.20794
H -4.29371 1.72694 4.75798
O -3.68094 1.21828 5.19991
H -0.44749 5.19536 3.66247
H 0.38561 5.99122 2.49407
O -0.24560 6.04635 3.26643
H 2.92093 2.91877 -2.59706
H 3.28047 -1.99703 -4.74651
H 2.53354 3.71020 1.47218
H -0.77888 5.43526 -0.01574
H 1.53202 2.21200 -4.50786
H -3.11372 0.42298 5.03299
O 0.42815 -2.33278 -0.30825
H -0.10110 -1.72059 0.14745
H 1.30860 -2.34147 -0.02583
O -3.05311 -1.63991 -0.50492
H -3.91222 -1.71054 -0.74690
H -3.04850 -1.86292 0.38879
O -4.21275 -4.84548 0.24127
H -4.03074 -5.12764 1.22161
H -3.68674 -5.46156 -0.28331
O 1.23976 0.67636 -1.82625
H 1.30679 -0.25297 -2.05790
H 1.63419 1.09487 -2.47662
O -4.31942 0.25352 -5.12246
H -4.68581 -0.63191 -4.89186
H -4.18338 0.65940 -4.15544
O -4.09400 4.09120 0.95820
H -3.18570 4.38255 0.65623
H -4.61579 4.53868 0.32949
O -3.44520 2.32961 3.09809
H -3.40849 2.11349 2.06138
H -4.30110 3.00086 3.21042

Atoms 1-2, force components in eV/Å:
H 1.1 2.1 -1.0
H 0.9 0.4 -0.3

Results
Lowest unoccupied orbital energy in eV: -0.87
Charge: 0
Total energy in eV: -83185.2227
Relative energy (zero: lowest compared OMol25 entry of this formula, charge and spin) in kJ/mol: 1986.9



[2]
The following is a DFT calculation (the ωB97M-V functional and the def2-TZVPD basis) of a cluster of 2 separate species, C6H12N2 in total in a non-equilibrium geometry.

Element x y z (Å)
C -0.47582 -2.10936 -0.77034
C 0.76703 -2.81355 -1.32189
H -1.21033 -2.81004 -0.35117
H -0.17866 -1.42737 0.02364
H -1.06731 -1.65926 -1.57013
H 0.50651 -3.45284 -2.15944
H 1.37418 -1.98652 -1.70575
H 1.29554 -3.35936 -0.54746
C -0.12175 0.48698 2.23634
C 0.88333 1.99783 0.30450
C -0.13224 1.37552 1.07701
C -1.08929 2.45310 -0.52497
N 0.24494 2.67672 -0.66322
N -1.33065 1.59642 0.48918
H 1.94384 2.16581 0.42576
H 0.73143 3.23417 -1.34353
H -0.70882 0.91728 3.05366
H 0.88285 0.36008 2.63342
H -1.72365 2.82849 -1.31598
H -0.59112 -0.47411 2.03038

Atoms 1-2, force components in eV/Å:
C -0.6 -1.1 0.0
C -0.5 1.1 -0.2

Results
Spin multiplicity: 2
Lowest unoccupied orbital energy (spin up / spin down) in eV: -3.89 / -8.08
Charge: +1
Total energy in eV: -9388.2452
Relative energy (zero: lowest compared OMol25 entry of this formula, charge and spin) in kJ/mol: 42.5



[3]
The following is a DFT calculation (the ωB97M-V functional and the def2-TZVPD basis) of a cluster of 3 separate species, C27H51N2O6S2 in total in a non-equilibrium geometry.

Element x y z (Å)
C 13.35146 -0.53379 0.07039
C 12.74949 0.30552 -0.52927
C 12.07182 1.37271 -1.24428
C 10.54612 1.41293 -0.96274
C 9.74479 1.68264 -2.24645
N 8.45577 2.22503 -1.98836
C 7.46177 1.68717 -2.89020
C 6.27535 2.63149 -3.03866
C 5.15645 2.39456 -2.00599
C 4.58370 3.70556 -1.41959
C 3.96403 3.55482 -0.02483
C 2.43562 3.34795 -0.05031
C 2.08462 1.86812 -0.15967
C 0.60101 1.56506 -0.06816
C 0.35620 0.03298 -0.03489
C 0.22882 -0.58247 -1.43121
C -1.20644 -0.90614 -1.88147
C -1.84834 0.13906 -2.80888
N -2.79137 1.03553 -2.14958
C -3.74622 1.77542 -2.78131
C -4.41185 2.52525 -1.86264
C -3.84894 2.22702 -0.57658
C -2.87183 1.32135 -0.81468
H 13.93425 -1.24508 0.59543
H 12.25801 1.22161 -2.30602
H 12.54374 2.29816 -0.92354
H 10.32905 2.14137 -0.18912
H 10.26721 0.42280 -0.61200
H 10.37507 2.35607 -2.88829
H 9.68056 0.71043 -2.77471
H 7.10283 0.70670 -2.50940
H 7.89626 1.55782 -3.90034
H 6.59545 3.66994 -3.02232
H 5.84556 2.45764 -4.03184
H 4.32833 1.90470 -2.52185
H 5.49135 1.73614 -1.20877
H 3.84068 4.06698 -2.13299
H 5.38812 4.43809 -1.42269
H 4.20072 4.42147 0.58561
H 4.38833 2.65873 0.42284
H 2.05879 3.68874 0.91697
H 1.97292 3.94847 -0.83106
H 2.50365 1.44657 -1.07323
H 2.55783 1.37148 0.68693
H 0.05614 1.95678 -0.92884
H 0.16797 1.98326 0.83982
H -0.50332 -0.18744 0.59404
H 1.23405 -0.40516 0.43655
H 0.72669 0.02652 -2.18282
H 0.76206 -1.53210 -1.42047
H -1.85048 -1.12149 -1.03347
H -1.16567 -1.82439 -2.46362
H -2.36521 -0.36346 -3.61987
H -1.04940 0.75182 -3.22368
H -3.93340 1.76356 -3.84145
H -5.20397 3.22424 -2.05885
H -4.17668 2.64604 0.35552
H -2.26301 0.91689 -0.02752
O -5.94803 -1.25471 3.85680
S -6.17691 -0.29460 2.81478
O -5.83878 1.07982 3.01422
O -7.69508 -0.40167 2.36023
C -8.71351 -0.28591 3.37305
C -8.91913 1.14435 3.83257
C -5.44822 -0.85703 1.32411
H -8.47461 -0.94553 4.20885
H -9.62124 -0.66483 2.90804
H -8.04603 1.52112 4.36324
H -9.77660 1.19978 4.50403
H -9.09252 1.79971 2.97919
H -5.73382 -1.89447 1.16396
H -4.36965 -0.76928 1.43737
H -5.78108 -0.22538 0.50414
O -7.60635 -4.85336 3.34052
S -6.27350 -4.87398 2.82082
O -5.96069 -4.20651 1.59247
O -5.78932 -6.38730 2.72339
C -6.62054 -7.31389 1.99696
C -6.50667 -7.14719 0.49437
C -5.14036 -4.35722 4.06155
H -7.65440 -7.21823 2.33288
H -6.27060 -8.30139 2.29133
H -6.91612 -6.19227 0.16831
H -7.05415 -7.94313 -0.01123
H -5.46276 -7.18061 0.18320
H -5.35791 -4.89549 4.97992
H -5.27868 -3.28661 4.20412
H -4.12982 -4.56203 3.71708

Atoms 1-2, force components in eV/Å:
C 0.4 -0.5 0.4
C 0.0 0.4 -0.2

Results
Lowest unoccupied orbital energy in eV: 1.61
Charge: -1
Total energy in eV: -65757.7925